Record 1
The following is a DFT calculation (the ωB97M-V functional and the def2-TZVPD basis) of a 2-piece molecular cluster, C16H30N5O8 overall.

```
! wB97M-V def2-TZVPD RIJCOSX def2/J DEFGRID3
* xyz 1 1
O -4.8582 0.1424 3.5612
O 3.3776 -4.7470 -1.2740
O 0.8810 -4.3932 -6.1259
O -1.3434 4.2508 3.4882
O 3.0091 -3.9179 -6.7603
O 1.9585 -2.6539 -0.1992
O 0.2932 -1.1994 -2.0754
O 3.4648 -2.6047 -4.4300
C -4.1591 1.1083 3.3111
C 2.6159 -4.1748 -2.0449
C 1.9867 -3.9467 -5.8665
C -1.7770 3.1939 3.9296
C 1.8165 1.9834 -0.4455
N 1.6077 1.2953 -1.5325
N -2.2803 3.0732 5.1637
N 1.3020 1.6509 0.7260
N -2.8288 0.9549 3.3161
N 2.5605 3.0485 -0.5475
C -4.8171 2.4435 3.0114
C -2.3777 4.1547 6.1465
C 2.5499 -4.6107 -3.5008
C 1.5777 -3.1842 -1.4884
C 0.3439 0.5584 0.9951
C 1.1178 -2.5541 -3.8956
C -1.1081 0.9854 0.7118
C 1.3936 -2.0297 -2.4799
C 2.2815 -3.4195 -4.4316
C -1.5813 2.1979 1.5391
C -1.7389 1.9255 3.0566
H 2.6502 -4.2925 -7.5826
H 2.4273 -3.3460 0.3127
H -0.5285 -1.7271 -2.0556
H 4.0842 -2.9354 -5.1137
H 1.0766 0.4290 -1.4872
H 2.0120 1.5669 -2.4063
H -2.6313 2.1662 5.4305
H 1.5432 2.2372 1.5070
H -2.5605 0.0066 3.5388
H 2.7277 3.6266 0.2566
H 2.9487 3.3064 -1.4356
H -5.8968 2.2965 2.9883
H -4.5859 3.1656 3.7894
H -4.5011 2.8194 2.0438
H -2.2339 5.1273 5.6684
H -3.3621 4.1411 6.6176
H -1.6147 4.0280 6.9170
H 1.7477 -5.3474 -3.6010
H 3.4886 -5.0996 -3.7785
H 0.6334 -3.7277 -1.3852
H 0.4323 0.2487 2.0370
H 0.5863 -0.3130 0.3840
H 0.9649 -1.7064 -4.5713
H 0.1944 -3.1428 -3.8922
H -1.1903 1.2414 -0.3454
H -1.7704 0.1387 0.8955
H 2.3145 -1.4335 -2.4909
H -0.8734 3.0118 1.3821
H -2.5326 2.5349 1.1319
H -0.8186 1.4479 3.3860
*
```

Results
Kohn-Sham gap = 0.341 hartree
HOMO = -11.82 eV

***

Record 2
The following is a DFT calculation (the ωB97M-V functional and the def2-TZVPD basis) of C19H14CoOPS3Sb as an isolated structure.

```
! wB97M-V def2-TZVPD RIJCOSX def2/J DEFGRID3
* xyz 0 6
Co -0.8075 -0.5201 -0.2284
S -3.6207 1.1338 -2.4880
Sb -3.2189 1.3942 -0.2053
S -0.7697 1.6670 -0.2510
S -2.8638 -0.9741 0.3790
O 1.5928 -0.9245 1.2634
C 0.8022 -1.4993 0.5800
C 0.8818 -2.8643 0.0282
C 1.2727 -3.9416 0.8253
C 1.2038 -5.2249 0.3161
C 0.7615 -5.4451 -0.9822
C 0.3832 -4.3776 -1.7856
C 0.4354 -3.0837 -1.2880
P -0.1301 -1.5760 -2.1350
C -0.7905 -2.1547 -3.7252
C 0.0903 -2.6655 -4.6810
C -0.3990 -3.1310 -5.8887
C -1.7643 -3.0842 -6.1492
C -2.6378 -2.5748 -5.2025
C -2.1544 -2.1094 -3.9862
C 1.3719 -0.6811 -2.6627
C 2.6495 -0.9737 -2.1998
C 3.7276 -0.2085 -2.6248
C 3.5333 0.8464 -3.5008
C 2.2554 1.1501 -3.9528
C 1.1765 0.3949 -3.5300
H 1.6147 -3.7560 1.8353
H 1.4986 -6.0621 0.9361
H 0.7050 -6.4543 -1.3683
H 0.0324 -4.5614 -2.7923
H 1.1533 -2.6892 -4.4741
H 0.2855 -3.5252 -6.6288
H -2.1414 -3.4462 -7.0969
H -3.6995 -2.5355 -5.4091
H -2.8304 -1.7053 -3.2410
H 2.8112 -1.7962 -1.5155
H 4.7208 -0.4378 -2.2610
H 4.3767 1.4404 -3.8280
H 2.0964 1.9818 -4.6266
H 0.1732 0.6349 -3.8638
*
```

Results
Kohn-Sham gap (alpha / beta) = 0.275 / 0.213 hartree
ΔE to the lowest compared entry with this formula, charge and spin = 6.8 kJ/mol
HOMO (alpha / beta) = -7.73 / -8.28 eV

***

Record 3
The following is a DFT calculation (the ωB97M-V functional and the def2-TZVPD basis) of C39H38Br2ClIN3O3Tl as an isolated structure.

```
! wB97M-V def2-TZVPD RIJCOSX def2/J DEFGRID3
* xyz 0 1
Tl 0.7345 -1.1670 -1.3824
O 1.1178 -4.9095 -3.6824
C 0.6642 -3.8993 -3.1860
N 0.7075 -3.5297 -1.8808
C 0.9252 -4.4493 -0.9108
O 0.9247 -5.6585 -1.0282
C 1.1074 -3.8677 0.4753
C 1.5742 -4.7243 1.4692
C 1.6633 -4.2682 2.7708
C 1.2715 -2.9653 3.0387
C 0.8504 -2.1716 1.9867
N 0.7776 -2.6036 0.7349
C -0.0437 -2.8924 -4.0722
C -0.4989 -3.3396 -5.3104
C -1.2250 -2.4818 -6.1150
C -1.4875 -1.2024 -5.6467
C -0.9732 -0.8303 -4.4165
N -0.2550 -1.6464 -3.6591
H 1.8478 -5.7293 1.1882
H 2.0234 -4.9098 3.5612
H 1.2975 -2.5629 4.0377
H 0.5562 -1.1452 2.1551
H -0.2678 -4.3537 -5.5991
H -1.5873 -2.8053 -7.0803
H -2.0723 -0.5028 -6.2221
H -1.1515 0.1590 -4.0242
C -5.1777 -1.8294 3.4693
C -4.2468 -0.6676 3.8273
C -3.6186 -0.9631 5.1956
C -5.0986 0.6084 3.9045
C -3.1734 -0.4426 2.7760
C -3.2055 -1.0601 1.5364
C -2.2692 -0.7171 0.5894
Br -2.3211 -1.6008 -1.1204
C -1.2340 0.2236 0.7720
O -0.4533 0.5491 -0.2106
C -1.1561 0.7838 2.0799
C -2.1396 0.4630 2.9994
C -0.1312 1.8416 2.4836
C -0.8435 3.1963 2.3654
C 0.3425 1.6344 3.9331
C 1.1247 1.8468 1.6105
H -5.8807 -1.9908 4.2823
H -4.6221 -2.7505 3.3172
H -5.7532 -1.6063 2.5748
H -4.4003 -1.1402 5.9308
H -3.0116 -0.1349 5.5510
H -2.9922 -1.8508 5.1399
H -5.9127 0.4759 4.6125
H -5.5255 0.8268 2.9282
H -4.5061 1.4632 4.2185
H -3.9529 -1.7881 1.2775
H -2.0985 0.9545 3.9547
H -1.6891 3.2432 3.0487
H -1.2226 3.3231 1.3545
H -0.1647 4.0135 2.5974
H -0.4258 1.8810 4.6597
H 1.1917 2.2844 4.1315
H 0.6574 0.6048 4.0950
H 0.8873 2.0678 0.5773
H 1.6206 0.8789 1.6487
H 1.8229 2.6045 1.9680
Br 2.9166 4.5454 -4.5901
C 1.6767 4.6636 -3.1596
C 1.3901 5.9155 -2.6376
C 0.5090 6.0353 -1.5774
C -0.0919 4.9050 -1.0455
C 0.1689 3.6572 -1.5855
C 1.0555 3.5316 -2.6428
I 1.3977 1.6137 -3.4864
H 1.8527 6.7894 -3.0715
H 0.2894 7.0126 -1.1765
H -0.7716 4.9952 -0.2131
H -0.3206 2.7758 -1.1949
Cl 4.0324 1.5073 0.0928
C 4.3234 1.0215 -1.5377
C 5.0019 1.8962 -2.3665
C 5.2590 1.5439 -3.6803
C 4.8138 0.3234 -4.1657
C 4.1344 -0.5431 -3.3385
C 3.8779 -0.2306 -1.9929
C 3.1662 -1.1635 -1.1538
H 5.3311 2.8480 -1.9789
H 5.7863 2.2309 -4.3222
H 4.9892 0.0575 -5.1970
H 3.7659 -1.4841 -3.7190
H 3.2741 -1.0183 -0.0862
H 3.2704 -2.1988 -1.4549
*
```

Results
Kohn-Sham gap = 0.235 hartree
ΔE to the lowest compared entry with this formula, charge and spin = 90.5 kJ/mol
HOMO = -7.50 eV

***

Record 4
The following is a DFT calculation (the ωB97M-V functional and the def2-TZVPD basis) of C18H23N5O4STi as an isolated structure.

```
! wB97M-V def2-TZVPD RIJCOSX def2/J DEFGRID3
* xyz 2 1
Ti -0.4868 -0.0660 -0.2268
C 1.8707 3.6011 -0.3945
C 1.3496 2.2103 -0.3822
N 0.0949 1.9128 -0.3788
N -0.8044 2.9440 -0.5103
C -1.9859 2.6296 -0.0537
N -2.9747 3.5136 -0.1890
S -2.3559 1.1073 0.7540
C 2.2430 1.0380 -0.3730
C 3.5984 1.1206 -0.1605
C 4.3560 -0.0454 -0.2197
C 3.7317 -1.2475 -0.4933
C 2.3593 -1.2601 -0.6561
N 1.6220 -0.1426 -0.5950
H 1.1164 4.2840 -0.7687
H 2.7764 3.6765 -0.9946
H 2.1182 3.9037 0.6284
H -2.7806 4.4200 -0.5841
H -3.8805 3.3414 0.2112
H 4.0608 2.0768 0.0399
H 5.4249 -0.0078 -0.0538
H 4.2862 -2.1727 -0.5580
H 1.8297 -2.1868 -0.8262
C -0.6124 -0.9149 3.7081
C 0.5904 -0.7004 2.7965
C 1.8959 -0.6305 3.5505
O 0.4004 0.4962 1.9831
C 0.6247 -1.7942 1.7462
O 1.3358 -2.7358 1.7221
O -0.2849 -1.5267 0.7287
H -0.6291 -0.1497 4.4868
H -0.5411 -1.8864 4.1991
H -1.5480 -0.8711 3.1512
H 1.8224 0.0932 4.3623
H 2.7083 -0.3385 2.8839
H 2.1330 -1.6063 3.9728
H -0.0297 1.1693 2.5314
O -0.3806 0.3305 -2.4442
C -0.9328 -0.6480 -3.3425
C -2.0031 -1.3561 -2.5867
C -2.9353 -2.1412 -3.2351
C -3.8958 -2.7932 -2.4877
C -3.8980 -2.6331 -1.1072
C -2.9471 -1.8314 -0.5329
N -2.0006 -1.1919 -1.2551
H 0.1546 0.9673 -2.9372
H -0.1539 -1.3463 -3.6503
H -1.3385 -0.1624 -4.2277
H -2.9057 -2.2304 -4.3129
H -4.6395 -3.4131 -2.9719
H -4.6329 -3.1200 -0.4828
H -2.9257 -1.6856 0.5365
*
```

Results
Kohn-Sham gap = 0.274 hartree
ΔE to the lowest compared entry with this formula, charge and spin = 20.8 kJ/mol
HOMO = -14.57 eV

***

no.,maximum force (eV/Å)
1,2.5
2,1.3
3,1.7
4,1.4